## w
Below is 7 unconnected molecules or ions with the total composition C14H42O7, with properties calculated with ωB97M-V/def2-TZVPD.

Each line ends with the Mulliken charge.
Atoms and positions in Å:
C1 -5.625 -1.062 -0.155  -1.001
C2 -5.042 -1.802 1.021  -0.150
O1 -4.012 -2.662 0.545  -0.531
H1 -6.153 -1.750 -0.821  0.353
H2 -4.814 -0.639 -0.755  0.089
H3 -6.350 -0.307 0.138  0.368
H4 -5.831 -2.414 1.487  0.318
H5 -4.636 -1.157 1.806  0.289
H6 -3.640 -3.140 1.291  0.270
C3 2.216 -3.764 -0.379  -0.794
C4 3.421 -3.146 0.331  -0.209
O2 3.788 -3.892 1.491  -0.544
H7 2.467 -4.705 -0.868  0.344
H8 1.825 -3.057 -1.117  0.213
H9 1.453 -3.996 0.363  0.190
H10 3.207 -2.137 0.669  0.162
H11 4.289 -3.125 -0.335  0.336
H12 4.406 -4.570 1.202  0.313
C5 0.949 0.852 -0.929  -0.997
C6 0.282 -0.186 -0.112  0.128
O3 -1.183 -0.010 -0.043  -0.540
H13 0.857 1.868 -0.551  0.281
H14 0.736 0.825 -1.996  0.272
H15 2.025 0.615 -0.840  0.261
H16 0.614 -0.145 0.931  0.215
H17 0.495 -1.216 -0.418  0.060
H18 -1.633 -0.715 -0.524  0.289
C7 -4.816 2.463 -2.087  -1.168
C8 -3.742 2.294 -1.012  0.021
O4 -2.519 1.898 -1.697  -0.581
H19 -4.448 3.099 -2.895  0.345
H20 -5.729 2.844 -1.620  0.344
H21 -5.033 1.503 -2.560  0.275
H22 -4.109 1.511 -0.322  0.073
H23 -3.534 3.178 -0.393  0.308
H24 -1.929 1.326 -1.164  0.387
C9 3.449 0.231 -4.175  -0.858
C10 4.581 0.932 -3.436  -0.161
O5 5.860 0.317 -3.678  -0.531
H25 3.623 0.299 -5.249  0.306
H26 2.499 0.739 -3.972  0.259
H27 3.377 -0.818 -3.897  0.252
H28 4.352 1.021 -2.365  0.147
H29 4.607 1.986 -3.761  0.280
H30 6.421 0.894 -4.191  0.311
C11 2.752 4.632 0.460  -0.856
C12 2.290 5.408 1.694  -0.324
O6 3.121 5.200 2.835  -0.514
H31 2.840 3.563 0.655  0.184
H32 3.708 4.997 0.062  0.369
H33 2.051 4.743 -0.378  0.306
H34 1.284 5.058 1.941  0.277
H35 2.194 6.473 1.448  0.260
H36 3.947 5.676 2.703  0.301
C13 -0.495 -2.203 3.984  -0.995
C14 -1.406 -3.416 3.904  -0.092
O7 -2.752 -2.966 4.091  -0.544
H37 0.548 -2.442 3.776  0.339
H38 -0.550 -1.735 4.967  0.334
H39 -0.818 -1.472 3.242  0.152
H40 -1.115 -4.171 4.646  0.304
H41 -1.279 -3.891 2.919  0.209
H42 -3.337 -3.734 4.092  0.296

Computed properties:
M = 322.48 g mol⁻¹
orbital gap = 10.238 eV
structure (SMILES) = CCO.CCO.CCO.CCO.CCO.CCO.CCO


## x
Below is a molecular structure, C14H42O7, with properties calculated with ωB97M-V/def2-TZVPD.

Each line ends with the Mulliken charge.
Atoms and positions in Å:
C1 0.497 2.367 -1.654  0.553
C2 -0.165 3.662 -1.294  -1.042
O1 -1.427 3.340 -0.816  -0.739
H1 1.496 2.420 -2.087  0.438
H2 -0.147 1.832 -2.352  0.433
H3 0.609 1.686 -0.811  -0.765
H4 -0.257 4.321 -2.157  0.505
H5 0.428 4.149 -0.521  0.292
H6 -1.323 2.760 -0.058  0.790
C3 1.655 -3.636 -1.376  -0.730
C4 2.430 -4.482 -0.424  -0.342
O2 2.819 -3.817 0.735  -0.465
H7 0.749 -3.236 -0.919  0.045
H8 1.325 -4.229 -2.229  0.453
H9 2.253 -2.765 -1.646  0.264
H10 3.350 -4.877 -0.857  0.367
H11 1.902 -5.383 -0.114  0.338
H12 3.513 -4.349 1.132  0.325
C5 2.353 0.331 0.763  -1.395
C6 2.271 -1.189 0.799  1.244
O3 3.494 -1.780 0.571  -0.831
H13 1.439 0.805 1.122  -0.481
H14 2.526 0.696 -0.249  0.295
H15 3.184 0.731 1.344  0.556
H16 1.611 -1.553 0.012  -0.791
H17 1.880 -1.519 1.761  0.098
H18 3.278 -2.714 0.524  0.456
C7 -0.288 -0.191 -1.508  0.784
C8 -0.690 -1.051 -0.318  0.812
O4 -0.310 -0.285 0.803  -0.761
H19 0.754 0.129 -1.499  -0.060
H20 -0.880 0.713 -1.648  -2.985
H21 -0.422 -0.813 -2.394  0.824
H22 -0.105 -1.970 -0.296  -0.512
H23 -1.758 -1.267 -0.357  0.373
H24 -0.387 -0.840 1.583  0.699
C9 -2.800 1.063 -2.188  -0.889
C10 -3.559 1.850 -3.257  -0.660
O5 -2.629 2.233 -4.246  -0.539
H25 -2.448 0.131 -2.629  0.404
H26 -3.422 0.712 -1.365  0.237
H27 -1.894 1.593 -1.894  0.843
H28 -4.084 2.759 -2.965  0.317
H29 -4.325 1.248 -3.745  0.370
H30 -2.397 1.452 -4.753  0.298
C11 -0.457 3.318 1.986  -1.544
C12 -0.172 1.912 1.536  1.196
O6 -0.925 1.680 0.379  -0.486
H31 0.239 3.654 2.755  0.411
H32 -1.469 3.444 2.373  0.390
H33 -0.461 3.965 1.109  0.235
H34 -0.540 1.242 2.313  -0.843
H35 0.899 1.797 1.368  0.574
H36 -0.901 0.741 0.179  0.077
C13 -0.637 -0.687 3.957  -1.124
C14 -1.022 -1.915 3.120  -0.319
O7 -0.384 -1.772 1.879  -0.404
H37 0.449 -0.664 4.056  0.300
H38 -1.188 -0.576 4.891  0.435
H39 -0.786 0.243 3.409  0.540
H40 -2.076 -1.966 2.849  0.315
H41 -0.726 -2.847 3.601  0.379
H42 0.059 -2.607 1.714  0.444

Computed properties:
M = 322.48 g mol⁻¹
orbital gap = 7.936 eV


The structure with the greatest stability is w.


## w
Below is 7 unconnected molecules or ions with the total composition C14H42O7, with properties calculated with ωB97M-V/def2-TZVPD.

Each line ends with the Mulliken charge.
Atoms and positions in Å:
C1 -0.679 1.329 0.724  -0.318
C2 0.211 0.664 1.770  -0.567
O1 0.924 -0.385 1.124  -0.038
H1 -0.129 1.882 -0.038  -0.229
H2 -1.270 1.973 1.375  0.487
H3 -1.341 0.589 0.275  -0.183
H4 -0.230 0.440 2.741  0.479
H5 0.981 1.412 1.960  0.449
H6 1.191 -0.197 0.222  0.135
C3 -3.744 0.148 -2.087  -0.762
C4 -4.207 -1.237 -2.516  0.026
O2 -5.547 -1.032 -2.991  -0.544
H7 -4.328 0.606 -1.288  0.323
H8 -3.614 0.879 -2.885  0.378
H9 -2.725 0.132 -1.701  -0.063
H10 -4.199 -1.835 -1.605  0.166
H11 -3.596 -1.621 -3.333  0.202
H12 -6.128 -1.785 -2.865  0.289
C5 3.081 1.993 -0.991  -0.925
C6 2.598 0.830 -1.861  -0.383
O3 1.343 0.536 -1.462  -0.464
H13 3.900 2.538 -1.460  0.451
H14 3.626 1.572 -0.147  0.315
H15 2.426 2.807 -0.680  -0.015
H16 3.350 0.049 -1.749  0.292
H17 2.597 1.149 -2.903  0.444
H18 0.822 1.030 -2.099  0.163
C7 -0.265 -2.946 -2.170  -1.092
C8 0.940 -2.994 -1.304  0.184
O4 2.000 -2.316 -1.938  -0.606
H19 -0.616 -1.941 -2.404  0.224
H20 -1.072 -3.497 -1.687  0.359
H21 0.011 -3.558 -3.029  0.378
H22 1.147 -4.062 -1.237  0.379
H23 0.758 -2.599 -0.305  -0.202
H24 1.747 -1.396 -2.041  0.367
C9 -1.121 -3.180 2.144  -1.125
C10 -1.861 -2.138 1.297  0.350
O5 -3.178 -2.660 1.109  -0.596
H25 -1.398 -2.877 3.154  0.315
H26 -0.043 -3.054 2.040  0.149
H27 -1.365 -4.189 1.812  0.366
H28 -1.352 -1.956 0.351  -0.265
H29 -2.005 -1.221 1.869  0.418
H30 -3.774 -1.936 1.316  0.350
C11 0.041 4.920 -0.720  -0.832
C12 -0.028 6.196 -1.554  -0.410
O6 0.818 6.072 -2.693  -0.519
H31 -0.237 4.066 -1.338  0.215
H32 -0.649 4.934 0.124  0.359
H33 1.014 4.710 -0.277  0.284
H34 0.331 7.008 -0.921  0.278
H35 -1.024 6.451 -1.915  0.316
H36 1.728 5.967 -2.405  0.296
C13 2.908 -2.624 4.594  -1.165
C14 2.544 -1.232 4.197  0.091
O7 3.042 -1.060 2.889  -0.581
H37 2.760 -2.787 5.662  0.348
H38 3.902 -2.966 4.307  0.303
H39 2.215 -3.318 4.118  0.226
H40 2.957 -0.480 4.868  0.289
H41 1.457 -1.152 4.193  0.128
H42 2.352 -0.649 2.364  0.312

Computed properties:
M = 322.48 g mol⁻¹
orbital gap = 9.880 eV
structure (SMILES) = CCO.CCO.CCO.CCO.CCO.CCO.CCO


## x
Below is 7 unconnected molecules or ions with the total composition C14H42O7, with properties calculated with ωB97M-V/def2-TZVPD.

Each line ends with the Mulliken charge.
Atoms and positions in Å:
C1 3.465 1.048 0.705  -0.121
O1 4.178 2.008 1.489  -0.562
H1 2.394 1.116 0.937  -0.056
H2 3.572 1.372 -0.325  0.125
H3 3.795 0.021 0.868  0.309
H4 4.128 1.741 2.409  0.301
C2 -0.007 -0.670 -0.110  -1.191
O2 -0.137 0.619 -0.684  0.223
H5 -0.944 -0.922 0.380  0.243
H6 0.212 -1.377 -0.918  0.402
H7 0.808 -0.721 0.621  0.320
H8 0.563 0.762 -1.338  0.005
C3 -2.105 1.380 1.941  -0.683
C4 -2.515 0.329 2.952  0.775
C5 -2.244 0.737 4.382  -1.454
O3 -3.909 0.025 2.863  -0.580
H9 -2.362 1.039 0.935  0.048
H10 -1.027 1.534 1.992  0.007
H11 -2.617 2.328 2.108  0.403
H12 -1.950 -0.593 2.738  0.090
H13 -2.737 0.071 5.083  0.382
H14 -2.583 1.764 4.559  0.331
H15 -1.163 0.776 4.540  0.346
H16 -4.125 -0.155 1.943  0.311
C6 -2.543 -1.675 -4.025  -1.466
C7 -2.580 -0.410 -3.176  1.189
C8 -1.790 0.714 -3.809  -1.182
O4 -3.932 0.092 -3.075  -0.577
H17 -2.900 -2.544 -3.460  0.390
H18 -1.512 -1.906 -4.301  0.345
H19 -3.167 -1.569 -4.909  0.330
H20 -2.225 -0.581 -2.155  -0.181
H21 -0.759 0.411 -4.006  0.269
H22 -1.724 1.582 -3.151  0.184
H23 -2.285 1.013 -4.733  0.431
H24 -4.464 -0.569 -2.624  0.321
C9 3.142 -3.790 1.967  -0.955
C10 2.349 -5.063 1.799  0.545
C11 1.567 -5.087 0.495  -1.082
O5 3.286 -6.147 1.908  -0.552
H25 3.339 -3.565 3.017  0.344
H26 2.622 -2.936 1.536  0.057
H27 4.124 -3.919 1.509  0.345
H28 1.620 -5.157 2.614  0.182
H29 0.933 -5.977 0.432  0.381
H30 2.199 -5.097 -0.394  0.295
H31 0.925 -4.205 0.511  0.165
H32 2.794 -6.973 1.924  0.298
C12 -0.041 4.082 0.808  -0.801
C13 -0.360 4.237 -0.672  0.402
C14 0.908 4.177 -1.509  -0.953
O6 -1.284 3.232 -1.089  -0.520
H33 -0.956 4.099 1.393  0.194
H34 0.667 4.846 1.130  0.470
H35 0.440 3.108 0.945  -0.105
H36 -0.877 5.177 -0.875  0.349
H37 1.295 3.152 -1.478  -0.057
H38 1.700 4.802 -1.083  0.403
H39 0.738 4.493 -2.535  0.319
H40 -0.893 2.365 -0.904  0.312
O7 2.010 0.565 -2.492  -0.536
H41 2.327 -0.334 -2.622  0.231
H42 2.619 1.122 -2.985  0.241

Computed properties:
M = 322.48 g mol⁻¹
orbital gap = 9.643 eV
structure (SMILES) = CC(C)O.CC(C)O.CC(C)O.CC(C)O.CO.CO.O


The structure with the greatest stability is x.